[1]
The following is a quantum chemistry calculation of an isolated molecule of C4H12N2O at a distorted geometry, from the Open Molecules 2025 dataset.

```
19
Properties=species:S:1:pos:R:3
C -0.611 -0.039 0.008
C 1.886 0.317 -0.696
C 0.496 0.976 -0.303
C -1.160 0.357 1.457
N -1.698 0.148 -0.923
N -0.101 -1.397 0.044
O 2.435 -0.371 0.400
H 1.881 -1.153 0.558
H -1.421 0.127 -1.896
H -2.486 -0.459 -0.730
H 0.026 -1.792 -0.881
H -0.616 -2.017 0.660
H 1.787 -0.339 -1.575
H 2.588 1.116 -0.951
H 0.715 1.602 0.560
H 0.178 1.618 -1.121
H -0.410 0.107 2.202
H -2.064 -0.211 1.674
H -1.427 1.408 1.514
```

- Relative energy (zero: lowest compared OMol25 entry of this formula, charge and spin): 101.3 kJ/mol
- Structure (SMILES): CC(N)(N)CCO
- Charge: 0
- LUMO level: 0.9 eV
- HOMO-LUMO gap: 9.88 eV


[2]
The following is a quantum chemistry calculation of a structure of composition C9H8NO3 at a distorted geometry, from the Open Molecules 2025 dataset.

```
21
Properties=species:S:1:pos:R:3
C -2.876 0.400 0.571
C -1.971 -0.389 1.316
C -2.318 0.997 -0.555
C -0.605 -0.378 1.063
C -1.009 0.988 -0.860
C -0.110 0.415 0.047
C 1.516 -1.596 -0.730
C 2.378 0.671 0.954
C 1.348 0.297 -0.236
N 0.499 -2.060 -1.336
O 3.226 1.474 0.465
O 2.126 0.350 2.098
O 1.768 0.984 -1.385
H -3.847 0.638 0.947
H -2.433 -1.246 1.914
H -3.007 1.638 -1.247
H 0.163 -0.943 1.508
H -0.586 1.306 -1.800
H 2.411 -1.783 -0.139
H 0.681 -3.024 -1.663
H 2.643 1.261 -0.933
```

- Relative energy (zero: lowest compared OMol25 entry of this formula, charge and spin): 115.8 kJ/mol
- Charge: -1
- LUMO level: 3.7 eV
- HOMO-LUMO gap: 7.93 eV


[3]
The following is a quantum chemistry calculation of a structure of composition C15H23B2F5O19PPd at a distorted geometry, from the Open Molecules 2025 dataset.

```
66
Properties=species:S:1:pos:R:3
Pd 8.901 -6.189 -2.195
B 9.069 -3.269 0.506
H 8.192 -3.314 -0.121
H 8.936 -2.507 1.258
H 9.123 -4.259 0.933
H 9.940 -3.188 -0.126
B 11.774 -8.660 -2.331
H 12.532 -9.421 -2.228
H 10.813 -8.979 -1.959
H 11.949 -7.721 -1.830
H 11.517 -8.434 -3.354
P 4.231 -6.432 -1.714
O 5.283 -6.815 -0.640
O 3.776 -5.068 -1.136
O 3.076 -7.505 -2.022
O 5.193 -6.199 -2.965
C 10.530 -1.566 -10.458
C 8.959 -1.774 -10.493
O 8.791 -2.241 -9.086
C 9.942 -2.755 -8.581
O 10.090 -3.283 -7.469
O 11.000 -2.385 -9.487
F 8.756 -2.702 -11.389
H 10.560 -0.529 -10.123
H 11.147 -1.735 -11.340
H 8.460 -0.822 -10.674
C 16.813 -8.303 2.796
C 15.319 -8.336 3.148
O 15.201 -7.434 4.239
C 16.259 -6.623 4.270
O 16.314 -5.605 4.908
O 17.242 -7.078 3.416
F 14.892 -9.536 3.323
H 17.081 -8.395 1.744
H 17.227 -9.141 3.356
H 14.718 -8.062 2.281
C 16.157 -17.181 2.029
C 17.449 -16.852 2.646
O 17.713 -15.514 2.172
C 17.001 -15.328 1.009
O 16.991 -14.365 0.281
O 16.111 -16.412 0.907
F 18.482 -17.611 2.206
H 15.317 -16.840 2.635
H 16.081 -18.258 1.879
H 17.530 -16.857 3.733
C 15.697 -9.351 -8.951
C 15.639 -8.420 -7.744
O 15.631 -7.236 -8.429
C 16.169 -7.339 -9.635
O 16.277 -6.464 -10.542
O 16.415 -8.591 -9.877
F 16.681 -8.708 -6.997
H 14.746 -9.724 -9.331
H 16.285 -10.220 -8.655
H 14.735 -8.416 -7.135
C 10.817 -14.271 -4.629
C 11.094 -13.366 -5.834
O 9.874 -12.662 -6.001
C 8.972 -13.166 -5.225
O 7.839 -12.654 -5.163
O 9.358 -14.415 -4.697
F 11.268 -14.140 -6.934
H 10.993 -13.736 -3.696
H 11.270 -15.260 -4.564
H 12.028 -12.806 -5.768
```

- 2S+1: 3
- Charge: -3
- LUMO level (spin up / spin down): 3.4 / 3.4 eV
- HOMO-LUMO gap (spin up / spin down): 1.80 / 1.59 eV
- <S²>: 2.024


[4]
The following is a quantum chemistry calculation of a cluster of 2 separate species, C2H8NOS in total at a distorted geometry, from the Open Molecules 2025 dataset.

```
13
Properties=species:S:1:pos:R:3
C 1.497 0.807 -2.933
S 1.331 0.952 -1.122
H 0.807 1.594 -3.283
H 2.490 1.131 -3.247
H 1.235 -0.189 -3.253
N 0.178 -0.727 1.844
C -1.219 -0.704 2.173
O -2.050 -0.661 0.995
H 0.244 -1.133 0.917
H 0.605 0.183 1.826
H -1.471 -1.652 2.651
H -1.578 0.146 2.771
H -2.069 0.253 0.663
```

- Relative energy (zero: lowest compared OMol25 entry of this formula, charge and spin): 96.0 kJ/mol
- Charge: -1
- LUMO level: 3.8 eV
- HOMO-LUMO gap: 6.00 eV


[5]
The following is a quantum chemistry calculation of a structure of composition C4H4NO at a distorted geometry, from the Open Molecules 2025 dataset.

```
10
Properties=species:S:1:pos:R:3
C 0.730 0.416 1.787
C 2.162 0.248 1.874
C -0.013 0.245 0.795
C -0.841 0.176 -0.311
N 0.742 0.321 3.185
O 2.074 0.002 3.150
H 2.911 -0.218 1.315
H -1.475 1.029 -0.407
H -1.312 -0.841 -0.247
H -0.270 -0.079 -1.165
```

- Relative energy (zero: lowest compared OMol25 entry of this formula, charge and spin): 598.4 kJ/mol
- Charge: +1
- LUMO level (spin up / spin down): -7.0 / -7.5 eV
- HOMO-LUMO gap (spin up / spin down): 9.01 / 6.69 eV


[6]
The following is a quantum chemistry calculation of a cluster of 2 separate species, C6H12 in total at a distorted geometry, from the Open Molecules 2025 dataset.

```
18
Properties=species:S:1:pos:R:3
C 1.523 0.919 3.502
C 0.263 1.369 3.657
H 1.785 -0.167 3.644
H 2.343 1.638 3.178
H -0.569 0.644 3.840
H 0.041 2.448 3.548
C 0.006 -0.522 -3.589
C 0.114 -0.639 -2.122
C -1.026 -0.605 -1.412
C -0.926 -0.537 0.102
H -1.028 -0.561 -3.937
H 0.446 0.381 -4.010
H 0.479 -1.370 -4.194
H 1.135 -0.760 -1.626
H -1.941 -0.568 -1.944
H 0.114 -0.675 0.384
H -1.301 0.417 0.435
H -1.460 -1.411 0.542
```

- Relative energy (zero: lowest compared OMol25 entry of this formula, charge and spin): 226.7 kJ/mol
- Structure (SMILES): C/C=C/C.C=C
- Charge: 0
- LUMO level: 1.2 eV
- HOMO-LUMO gap: 10.24 eV


[7]
The following is a quantum chemistry calculation of a structure of composition C42H35N8P2RuS4SbSe2 at a distorted geometry, from the Open Molecules 2025 dataset.

```
95
Properties=species:S:1:pos:R:3
Ru -0.277 2.877 -0.742
C -0.364 5.740 0.756
N -0.572 4.410 1.300
C -1.818 4.178 2.011
C -2.337 2.804 1.711
N -2.335 2.288 0.516
C -2.965 1.053 0.643
C -3.265 0.089 -0.316
C -3.948 -1.041 0.101
C -4.339 -1.213 1.437
C -4.053 -0.261 2.398
C -3.355 0.864 1.978
N -2.971 2.023 2.626
C -1.029 5.856 -0.578
N -1.476 4.835 -1.258
C -1.911 5.351 -2.474
C -2.451 4.709 -3.581
C -2.771 5.489 -4.678
C -2.563 6.874 -4.676
C -2.037 7.525 -3.574
C -1.722 6.736 -2.477
N -1.198 7.032 -1.232
H -0.725 6.537 1.420
H 0.708 5.888 0.595
H 0.232 4.071 1.810
H -1.729 4.317 3.094
H -2.562 4.884 1.640
H -2.957 0.235 -1.344
H -4.197 -1.809 -0.622
H -4.887 -2.104 1.718
H -4.357 -0.390 3.431
H -2.944 2.161 3.619
H -2.599 3.636 -3.579
H -3.179 5.022 -5.565
H -2.805 7.446 -5.563
H -1.847 8.591 -3.577
H -0.722 7.884 -0.995
Se 3.390 -2.658 -3.012
P 1.850 -2.929 -1.627
C 2.368 -3.834 -0.135
C 3.699 -4.214 -0.007
C 4.089 -5.034 1.041
C 3.155 -5.470 1.970
C 1.825 -5.091 1.848
C 1.431 -4.280 0.795
C 0.517 -4.010 -2.298
C 0.426 -5.350 -1.922
C -0.541 -6.176 -2.480
C -1.418 -5.680 -3.430
C -1.303 -4.362 -3.847
C -0.337 -3.533 -3.296
C 0.995 -1.374 -1.172
C 0.689 -0.524 -0.078
N -0.055 0.486 -0.570
N -0.179 0.245 -1.862
N 0.444 -0.823 -2.264
P 1.144 -0.454 1.677
Se 0.407 1.153 2.835
C 2.953 -0.545 1.628
C 3.711 -1.072 2.669
C 5.094 -1.006 2.617
C 5.725 -0.422 1.526
C 4.972 0.118 0.494
C 3.588 0.068 0.545
C 0.303 -1.889 2.426
C -0.841 -2.373 1.791
C -1.648 -3.311 2.420
C -1.327 -3.764 3.691
C -0.201 -3.267 4.337
C 0.603 -2.327 3.714
H 4.409 -3.882 -0.755
H 5.126 -5.331 1.133
H 3.462 -6.109 2.790
H 1.089 -5.430 2.567
H 0.386 -4.027 0.670
H 1.116 -5.761 -1.200
H -0.603 -7.211 -2.167
H -2.179 -6.323 -3.855
H -1.963 -3.972 -4.612
H -0.237 -2.515 -3.641
H 3.232 -1.520 3.529
H 5.680 -1.418 3.430
H 6.807 -0.382 1.484
H 5.448 0.592 -0.355
H 3.020 0.548 -0.240
H -1.111 -2.010 0.805
H -2.536 -3.671 1.915
H -1.958 -4.494 4.184
H 0.042 -3.601 5.338
H 1.450 -1.916 4.245
S 3.686 3.008 -3.340
Sb 1.672 3.836 -2.535
S 1.986 3.194 -0.138
S -1.019 1.354 -2.856
S 1.791 6.154 -2.391
```

- Relative energy (zero: lowest compared OMol25 entry of this formula, charge and spin): 78.9 kJ/mol
- 2S+1: 6
- Charge: -1
- LUMO level (spin up / spin down): 1.9 / 1.4 eV
- HOMO-LUMO gap (spin up / spin down): 5.42 / 5.22 eV
- <S²>: 8.787


[8]
The following is a quantum chemistry calculation of a cluster of 2 separate species, C4H5N3 in total at a distorted geometry, from the Open Molecules 2025 dataset.

```
12
Properties=species:S:1:pos:R:3
C -0.287 1.731 2.480
C -0.423 -1.681 -2.408
C -0.346 -1.862 -1.135
C 0.591 0.709 0.568
N -0.230 2.631 3.187
N 1.501 1.343 0.074
N -0.281 0.731 1.604
H -0.825 -2.420 -3.108
H -0.082 -0.771 -2.881
H -0.589 -2.624 -0.428
H 1.924 2.231 0.334
H -0.953 -0.017 1.715
```

- Relative energy (zero: lowest compared OMol25 entry of this formula, charge and spin): 646.2 kJ/mol
- Charge: 0
- LUMO level (spin up / spin down): -0.3 / -0.1 eV
- HOMO-LUMO gap (spin up / spin down): 8.74 / 8.43 eV